# C21H22Cl2FN5O

A single C21H22Cl2FN5O molecule (ωB97M-V/def2-TZVPD, the OMol25 dataset).

Structure (XYZ):
```
52
Properties=species:S:1:pos:R:3:forces:R:3
C 0.1436 3.0950 2.2622 -0.34 -0.21 -0.11
C -1.3389 2.7162 2.1696 0.41 0.56 -0.08
O -1.4845 1.3273 1.8859 -0.34 -0.30 -0.42
C -1.7689 1.0261 0.5677 0.06 0.02 -0.13
C -0.8580 0.3277 -0.1953 -0.39 0.15 -0.06
C -1.1673 -0.0040 -1.5196 -0.29 0.26 0.30
C -0.2424 -0.7481 -2.3538 0.43 -0.33 -0.22
C -0.2430 -0.8745 -3.7593 0.08 0.01 0.45
N 0.7500 -1.6352 -4.1681 0.15 -0.21 -0.75
N 1.4029 -2.0185 -3.0752 -0.27 0.25 0.03
C 2.5505 -2.8841 -3.1893 0.39 -0.27 0.24
C 3.8146 -2.2219 -2.6329 0.08 -0.23 -0.33
C 4.9987 -3.1884 -2.7828 -0.07 0.29 0.19
N 4.7700 -4.4701 -2.1477 0.20 -0.14 0.23
C 3.5652 -5.1036 -2.6438 -0.29 0.00 0.21
C 2.3150 -4.2256 -2.4879 0.22 -0.05 -0.34
C 0.8475 -1.5082 -1.9603 -0.39 0.23 -0.03
C -2.4057 0.4161 -1.9954 0.39 -0.23 0.03
N -3.2954 1.0688 -1.2692 -0.29 0.28 0.30
C -3.0100 1.3709 -0.0095 0.27 -0.12 -0.08
N -3.9504 2.0848 0.6943 -0.07 0.11 0.27
C -2.0522 3.0496 3.4630 -0.15 -0.07 -0.15
C -2.8588 4.1845 3.5699 0.05 -0.21 0.23
Cl -3.0507 5.2520 2.2258 -0.03 0.26 -0.19
C -3.5251 4.5052 4.7428 0.08 -0.10 -0.03
C -3.3980 3.6884 5.8498 0.14 -0.15 -0.07
C -2.5952 2.5678 5.7654 0.07 -0.03 -0.09
F -2.4642 1.7791 6.8432 -0.01 0.10 -0.15
C -1.9180 2.2407 4.5929 -0.27 0.20 0.22
Cl -0.9287 0.8366 4.5888 0.12 -0.17 0.34
H 0.6329 2.8708 1.3173 0.06 0.01 -0.09
H 0.6285 2.5302 3.0530 0.06 -0.01 0.06
H 0.2382 4.1577 2.4691 0.04 0.13 0.00
H -1.7968 3.2948 1.3593 0.05 -0.15 0.22
H 0.0875 0.0485 0.2444 0.11 0.01 0.08
H -0.9108 -0.4341 -4.4717 -0.14 0.09 -0.19
H 2.6748 -3.0554 -4.2645 -0.05 0.05 0.15
H 4.0158 -1.2924 -3.1672 -0.05 0.08 0.01
H 3.6707 -1.9843 -1.5757 -0.01 0.03 0.04
H 5.1806 -3.3765 -3.8452 0.07 0.07 -0.01
H 5.9013 -2.7476 -2.3542 -0.01 0.01 -0.13
H 4.6998 -4.3448 -1.1415 0.05 -0.05 -0.09
H 3.7233 -5.3243 -3.7037 -0.05 -0.09 0.00
H 3.4298 -6.0489 -2.1142 -0.02 -0.01 -0.13
H 1.4466 -4.7250 -2.9194 -0.09 0.03 0.01
H 2.1186 -4.0560 -1.4260 -0.03 0.00 0.04
H 1.2339 -1.7216 -0.9846 0.10 -0.07 0.21
H -2.7161 0.1991 -3.0079 0.06 -0.09 -0.13
H -4.8553 2.1129 0.2514 0.02 -0.04 0.03
H -3.9606 1.9431 1.6926 -0.06 0.00 -0.01
H -4.1392 5.3899 4.7833 -0.05 0.08 -0.01
H -3.9059 3.9097 6.7743 -0.04 0.00 0.11
```
Positions in Å, forces in eV/Å.

Its net charge is 0. The energy relative to the best compared isomer or geometry (same formula, charge and spin) comes out at 0.0 kcal per mole. The HOMO-LUMO gap comes out at 8.2 eV. As for the LUMO energy: 0.56 eV. The electronic energy is -2182.71363 hartree. Its structure (SMILES) is C[C@@H](Oc1cc(-c2cnn(C3CCNCC3)c2)cnc1N)c1c(Cl)ccc(F)c1Cl. Its spin multiplicity is 1.


# C34H39CuGe2N4

A molecular structure, C34H39CuGe2N4 (ωB97M-V/def2-TZVPD, the OMol25 dataset).

Structure (XYZ):
```
80
Properties=species:S:1:pos:R:3:forces:R:3
Cu 0.3293 -0.0443 -0.0922 0.22 -0.19 -0.06
C -1.1467 2.3190 0.9837 -0.16 0.04 0.18
C -1.3346 1.5699 2.3033 0.20 0.00 -0.19
C -0.2013 0.7043 2.7917 -0.01 -0.06 0.23
C 0.2689 0.8632 4.0903 -0.08 -0.02 -0.02
C 1.1559 -0.0574 4.6204 0.03 -0.07 -0.10
C 1.5357 -1.1373 3.8397 -0.05 0.03 0.17
C 1.0821 -1.1922 2.5387 -0.05 -0.03 -0.01
N 0.2537 -0.2848 2.0101 0.10 0.16 -0.07
N -1.3324 1.5008 -0.2290 0.09 0.04 0.08
C -1.0723 2.2926 -1.4363 0.06 0.03 -0.04
C -0.1351 1.6348 -2.4221 -0.01 -0.06 -0.13
C 0.1841 2.2846 -3.6069 -0.03 0.01 -0.10
C 1.0149 1.6599 -4.5169 -0.01 -0.02 0.09
C 1.4858 0.3859 -4.2265 0.02 0.01 -0.04
C 1.1363 -0.1841 -3.0224 -0.02 -0.06 -0.06
N 0.3512 0.4315 -2.1314 0.07 0.16 0.21
C -2.6254 0.8095 -0.2758 -0.03 -0.13 -0.07
C -2.5510 -0.7024 -0.1646 -0.05 -0.08 0.03
C -3.7154 -1.4493 -0.0220 0.02 -0.01 0.01
C -3.6253 -2.8288 0.0230 -0.01 0.04 0.00
C -2.3777 -3.4308 -0.0770 0.02 0.01 -0.01
C -1.2711 -2.6161 -0.2121 -0.15 -0.07 -0.01
N -1.3606 -1.2843 -0.2545 -0.11 -0.11 0.00
H -1.8538 3.1606 0.9795 0.04 0.01 -0.05
H -0.1351 2.7297 0.9554 -0.03 0.05 -0.06
H -1.5289 2.3183 3.0703 -0.06 -0.01 0.01
H -2.2248 0.9376 2.2509 -0.04 0.04 0.07
H -0.0793 1.6966 4.6860 -0.02 -0.01 -0.01
H 1.5358 0.0572 5.6265 -0.02 0.00 0.01
H 2.1924 -1.9033 4.2257 0.03 -0.01 -0.06
H 1.3948 -1.9919 1.8775 0.06 0.06 -0.01
H -2.0071 2.4999 -1.9659 -0.01 0.10 0.04
H -0.6598 3.2679 -1.1667 0.04 -0.05 0.08
H -0.2146 3.2715 -3.8066 0.00 -0.01 0.02
H 1.2945 2.1542 -5.4374 -0.01 0.01 0.00
H 2.1304 -0.1426 -4.9143 -0.01 -0.03 0.02
H 1.4901 -1.1671 -2.7405 0.04 0.10 -0.01
H -3.2970 1.1881 0.4993 -0.02 0.02 -0.03
H -3.1218 1.0208 -1.2260 0.03 0.05 0.00
H -4.6748 -0.9527 0.0507 0.01 0.00 0.00
H -4.5173 -3.4310 0.1337 0.00 0.00 0.00
H -2.2699 -4.5056 -0.0492 0.02 0.01 0.00
H -0.2714 -3.0283 -0.2946 -0.02 -0.02 0.01
C 3.2736 -2.9254 -2.4033 0.10 0.09 0.18
Ge 3.8884 -2.2438 -0.6442 -0.25 0.09 -0.04
C 3.2801 -3.6070 0.6646 0.07 0.16 -0.11
C 5.8665 -2.3090 -0.6899 -0.28 0.13 0.05
Ge 2.7908 -0.0454 -0.0517 0.49 -0.02 -0.13
C 3.4100 1.4253 -1.2375 -0.12 -0.25 0.06
C 2.8199 2.6842 -1.1258 -0.02 -0.05 -0.03
C 3.2600 3.7569 -1.8879 -0.04 0.03 -0.01
C 4.2945 3.5790 -2.7954 0.01 0.05 -0.02
C 4.8885 2.3325 -2.9271 0.05 -0.01 -0.04
C 4.4502 1.2677 -2.1514 -0.03 -0.06 0.05
C 3.5784 0.4777 1.6944 -0.12 -0.13 -0.10
C 4.4827 -0.3547 2.3532 -0.01 -0.01 -0.07
C 5.0402 0.0058 3.5716 0.00 -0.01 0.05
C 4.6957 1.2151 4.1581 0.03 0.02 0.02
C 3.7993 2.0589 3.5168 -0.01 0.03 0.02
C 3.2474 1.6899 2.2988 -0.04 -0.04 -0.04
H 3.7671 -3.8800 -2.5921 0.00 0.00 0.00
H 3.5322 -2.2475 -3.2181 0.01 0.01 0.02
H 2.1957 -3.0977 -2.4171 0.03 -0.04 0.02
H 3.7846 -4.5507 0.4517 -0.01 0.00 0.00
H 2.2044 -3.7775 0.5829 0.00 0.01 -0.02
H 3.5076 -3.3260 1.6936 0.01 0.01 -0.01
H 6.1567 -3.3171 -0.9898 0.00 0.00 0.00
H 6.3031 -2.0963 0.2853 -0.01 0.01 -0.01
H 6.2775 -1.6024 -1.4102 -0.02 0.00 0.01
H 2.0038 2.8301 -0.4221 0.00 0.04 -0.01
H 2.8000 4.7318 -1.7752 0.00 -0.01 0.00
H 4.6436 4.4129 -3.3912 0.00 -0.01 0.00
H 5.7030 2.1948 -3.6277 -0.01 -0.01 0.01
H 4.9341 0.3008 -2.2467 0.02 0.03 -0.05
H 4.7646 -1.2993 1.9008 0.03 0.01 0.08
H 5.7453 -0.6532 4.0634 0.01 0.01 -0.02
H 5.1412 1.5103 5.0997 -0.03 -0.02 0.01
H 3.5350 3.0088 3.9660 0.01 0.00 -0.01
H 2.5522 2.3643 1.8096 0.00 0.03 0.01
```
Positions in Å, forces in eV/Å.

Its net charge is +1. Its expectation value of S² is 0.757. The energy relative to the best compared isomer or geometry (same formula, charge and spin) comes out at 1.8 kcal per mole. The HOMO-LUMO gap (alpha / beta) comes out at 7.5 / 7.4 eV. As for the LUMO energy (alpha / beta): -2.03 / -3.18 eV. The electronic energy is -7332.17607 hartree. Its spin multiplicity is 2.


# C3H8N2O2

3 unconnected molecules or ions with the total composition C3H8N2O2 (ωB97M-V/def2-TZVPD, the OMol25 dataset).

Structure (XYZ):
```
15
Properties=species:S:1:pos:R:3:forces:R:3
C -1.1849 -0.9894 -0.3773 -0.10 -0.07 -0.01
C -0.7711 -0.7682 0.8587 -0.25 -0.09 -0.19
O -0.8923 -1.6324 1.8992 -0.05 -0.32 0.26
H -1.0352 -0.2551 -1.1433 0.12 0.25 -0.15
H -1.6862 -1.9032 -0.6548 -0.09 -0.23 0.00
H -0.2849 0.1398 1.1601 0.17 0.29 0.07
H -1.3920 -2.4089 1.6117 0.07 0.13 0.04
C 2.2234 -1.1801 0.2390 0.15 0.09 -0.07
N 2.3451 -0.1328 -0.1958 0.13 0.20 -0.10
H 2.1264 -2.1497 0.6498 -0.09 -0.35 0.15
N -0.2279 2.1865 -1.1925 0.06 -0.07 -0.09
O 0.6858 2.2509 -0.0924 -0.06 0.14 -0.04
H -1.1563 2.2171 -0.7693 0.29 0.09 -0.03
H -0.1050 3.0556 -1.7154 -0.04 -0.16 0.27
H 1.3551 1.5698 -0.2779 -0.30 0.10 -0.12
```
Positions in Å, forces in eV/Å.

Its net charge is 0. The energy relative to the best compared isomer or geometry (same formula, charge and spin) comes out at 99.7 kcal per mole. The HOMO-LUMO gap comes out at 9.8 eV. As for the LUMO energy: 0.72 eV. The electronic energy is -378.98217 hartree. Its structure (SMILES) is C=CO.C#N.NO. Its spin multiplicity is 1.


# C30H48FMnN9O5PSe

A molecular structure, C30H48FMnN9O5PSe in a non-equilibrium geometry (ωB97M-V/def2-TZVPD, the OMol25 dataset).

Structure (XYZ):
```
96
Properties=species:S:1:pos:R:3:forces:R:3
Mn 0.0610 0.0232 -0.2763 0.27 0.42 2.74
F -5.9595 2.1481 -2.3957 -0.06 -0.01 0.09
C -5.5794 2.0929 -1.1066 0.51 -0.10 0.03
C -4.3410 1.5699 -0.8598 -0.27 0.12 0.07
C -3.8360 1.4728 0.4440 -0.04 0.01 0.10
C -2.4987 1.0040 0.7024 -0.08 0.08 1.00
O -1.7060 0.7254 -0.2618 -0.06 0.11 -0.49
C -2.1321 0.9056 2.0730 0.46 -0.21 -0.61
C -3.0460 1.2028 3.0590 0.18 -0.07 -0.11
N -4.2728 1.6599 2.8121 0.50 -0.05 0.16
C -5.2014 1.8727 3.8946 -0.46 0.07 0.45
C -5.5206 3.2728 4.3442 -0.01 0.03 0.03
C -4.7258 2.3619 5.2278 0.04 -0.01 -0.07
C -4.6888 1.8449 1.5084 0.18 -0.02 -0.86
C -5.9406 2.3918 1.2261 -0.13 0.06 -0.04
C -6.4146 2.5932 -0.0718 0.55 -0.36 0.26
N -7.6246 3.2062 -0.3032 -0.44 -0.08 -0.07
C -8.1308 3.3629 -1.6665 0.06 -0.07 -0.34
C -9.4552 4.1251 -1.6740 0.54 0.14 -0.64
N -10.2864 3.6453 -0.5440 -0.44 -0.25 -0.09
C -9.6781 4.0324 0.7618 0.56 0.24 0.84
C -8.1600 4.1952 0.6096 0.00 0.20 0.08
C -0.7441 0.4966 2.5062 -1.87 1.01 1.13
O -0.4076 0.6092 3.6640 0.19 -0.29 -0.72
O 0.0570 0.0736 1.5734 1.61 -0.80 -2.42
H -3.7514 1.2207 -1.6920 0.07 0.00 -0.11
H -2.7525 1.0607 4.0924 -0.11 0.05 -0.04
H -6.0035 1.1437 3.8717 0.01 0.03 0.09
H -6.5339 3.5136 4.6242 -0.15 -0.12 0.02
H -5.0019 4.0905 3.8676 0.19 0.00 -0.07
H -5.1924 1.9417 6.1056 -0.07 -0.04 -0.03
H -3.6804 2.5907 5.3622 0.10 0.04 -0.05
H -6.5565 2.6640 2.0629 -0.09 0.03 0.07
H -8.2734 2.3663 -2.0988 -0.04 0.23 -0.03
H -7.4239 3.9060 -2.3053 -0.24 -0.03 0.03
H -9.9624 3.9365 -2.6208 -0.09 0.03 0.15
H -9.3109 5.2037 -1.5745 -0.17 -0.17 0.11
H -10.3314 2.6196 -0.6004 -0.18 0.24 0.02
H -11.2456 4.0073 -0.6125 0.18 -0.19 0.01
H -9.9189 3.2673 1.5002 -0.08 0.00 -0.16
H -10.0976 4.9805 1.1009 -0.16 -0.10 -0.16
H -7.7100 4.1062 1.5947 -0.10 0.07 -0.08
H -7.9215 5.2015 0.2420 -0.02 -0.03 0.11
Se -0.8127 -2.0571 -0.7262 1.16 0.37 -0.49
C -2.5878 -1.8907 -0.4213 -0.40 0.21 0.19
N -3.7111 -1.7553 -0.2176 -0.26 -0.01 0.04
C 2.1540 -3.1501 -2.3241 -0.13 0.02 -0.26
N 2.6719 -3.0700 -0.9728 0.00 1.32 0.59
C 3.2789 -4.2945 -0.5031 0.08 -0.36 0.14
P 3.0235 -1.5648 -0.3524 1.55 -1.31 0.78
O 1.8368 -0.6696 -0.6489 -1.59 1.15 -0.31
N 3.2452 -1.7816 1.2728 -0.25 0.22 -1.41
C 4.3522 -1.2491 2.0370 0.34 0.04 0.15
C 2.1841 -2.3836 2.0556 -0.15 -0.18 0.21
N 4.3900 -0.8890 -0.9929 -1.36 -0.37 0.34
C 4.4073 0.4126 -1.6270 -0.06 0.37 0.04
C 5.6246 -1.6481 -1.0760 0.23 -0.15 -0.07
H 1.3276 -3.8652 -2.3517 0.03 0.01 -0.12
H 2.9280 -3.4882 -3.0177 -0.05 0.03 -0.06
H 1.7914 -2.1717 -2.6451 0.01 -0.13 -0.10
H 2.5080 -5.0625 -0.4190 0.06 -0.07 0.05
H 3.7341 -4.1430 0.4714 0.03 -0.07 0.03
H 4.0351 -4.6481 -1.2085 0.05 -0.02 0.06
H 4.9749 -0.6169 1.4096 0.04 0.00 0.05
H 4.9612 -2.0642 2.4391 0.01 0.08 0.02
H 3.9784 -0.6572 2.8753 0.00 0.03 -0.03
H 1.3798 -2.7136 1.3952 0.04 -0.09 0.15
H 1.7810 -1.6609 2.7696 -0.01 -0.02 -0.03
H 2.5687 -3.2397 2.6144 -0.10 -0.07 -0.03
H 3.3960 0.8176 -1.6435 0.13 0.09 -0.08
H 4.7823 0.3313 -2.6495 -0.05 0.00 0.01
H 5.0580 1.0944 -1.0726 0.00 0.04 -0.06
H 5.5296 -2.5908 -0.5400 0.08 -0.03 0.02
H 6.4462 -1.0764 -0.6365 -0.05 -0.07 0.05
H 5.8842 -1.8586 -2.1177 -0.06 -0.02 0.05
C -1.2019 3.3479 -1.8680 0.00 -0.33 -0.42
N -0.5539 3.7294 -0.6331 0.31 -0.43 0.04
C -0.9654 4.9927 -0.0424 0.09 0.36 0.25
C 0.2192 5.6254 0.6702 -0.20 -0.24 0.09
C 0.7430 4.6212 1.6860 -0.13 0.58 0.03
N 1.0367 3.3621 1.0267 -0.07 -0.39 -0.39
C 2.0219 2.5147 1.6706 0.29 -0.39 0.14
C 0.3976 2.9584 -0.0784 -0.78 1.04 0.57
O 0.6969 1.8363 -0.6020 0.31 -1.91 -0.64
H -2.2826 3.3513 -1.7284 -0.05 0.03 -0.02
H -0.8905 2.3471 -2.1692 -0.10 0.27 0.05
H -0.9407 4.0441 -2.6674 -0.04 0.04 0.05
H -1.7898 4.8089 0.6618 0.05 0.09 -0.11
H -1.3358 5.6430 -0.8383 0.05 -0.13 0.04
H -0.0795 6.5491 1.1615 0.02 0.00 0.02
H 0.9928 5.8555 -0.0635 0.04 0.06 0.05
H 0.0100 4.4522 2.4854 0.09 0.05 -0.04
H 1.6625 4.9821 2.1527 -0.09 -0.07 -0.06
H 1.6126 2.0809 2.5878 0.09 0.04 -0.04
H 2.8996 3.1126 1.9215 -0.07 -0.03 -0.04
H 2.3183 1.7121 0.9961 0.01 0.10 0.14
```
Positions in Å, forces in eV/Å.

Its net charge is +3. Its expectation value of S² is 0.847. The HOMO-LUMO gap (alpha / beta) comes out at 4.7 / 4.6 eV. As for the LUMO energy (alpha / beta): -10.44 / -10.54 eV. The electronic energy is -6033.79063 hartree. Its spin multiplicity is 2.


> electronic energy of number 4 (C30H48FMnN9O5PSe)?

-6033.79063 hartree